Here is a molecular structure, C33H24ClF9IN3NaO2P in a non-equilibrium geometry from the OMol25 dataset. Energies are from ωB97M-V/def2-TZVPD.

```
! wB97M-V def2-TZVPD RIJCOSX def2/J DEFGRID3
* xyz 0 1
I 1.810 -1.783 -5.778
Cl -0.992 0.651 -2.307
P 1.197 -2.527 -0.471
Na -0.359 -0.176 0.200
F -4.615 -0.311 -0.428
F -5.022 -0.900 2.899
F -3.039 -1.734 3.147
F -3.721 1.641 -0.187
F -1.993 0.647 3.472
F -5.399 1.059 1.044
F -3.913 1.617 3.229
F -4.175 -2.179 1.371
F -2.249 2.155 1.953
O -2.117 -0.404 0.868
O 1.426 5.854 4.127
N 1.298 4.437 5.879
N -1.252 -2.981 -1.520
N 0.898 1.516 1.718
C -0.444 -4.665 -3.625
C 0.305 -1.761 -2.968
C -1.132 -1.128 -4.474
C -0.330 -4.543 0.879
C 1.053 3.845 2.252
C 3.035 -4.614 0.158
C -1.604 -3.733 -3.930
C -1.093 -2.596 -4.830
C -2.190 -3.253 -2.608
C 0.168 -2.981 -1.998
C -4.263 0.613 0.487
C 4.709 -3.956 -1.964
C 1.302 4.722 4.550
C 3.558 -3.219 -1.726
C -0.819 -4.385 3.232
C 0.437 -2.655 2.150
C -1.994 -1.862 -2.125
C 0.348 -3.326 0.930
C 0.919 2.804 1.354
C 5.032 -5.022 -1.133
C -1.059 -1.015 -2.947
C 0.172 -1.905 -4.487
C -3.215 0.009 1.503
C 2.700 -3.550 -0.672
C -0.141 -3.180 3.300
C 4.198 -5.344 -0.072
C 1.006 1.247 3.019
C 1.139 2.224 3.989
C -3.885 -1.207 2.247
C 1.161 3.555 3.601
C 0.437 -4.290 -2.704
C -2.862 1.121 2.560
C -0.909 -5.066 2.021
H 0.821 3.008 0.293
H 5.935 -5.596 -1.309
H 1.098 3.527 6.244
H 1.067 4.876 1.928
H -0.423 -5.071 -0.063
H 1.356 5.211 6.516
H -1.447 -6.005 1.971
H -1.292 -4.792 4.118
H 2.392 -4.877 0.988
H -0.336 -5.589 -4.185
H 1.318 -4.873 -2.465
H 0.975 -1.713 2.194
H 0.975 0.202 3.309
H 5.358 -3.694 -2.791
H -0.083 -2.639 4.237
H -2.384 -4.265 -4.468
H -1.502 -0.362 -5.142
H 1.217 1.914 5.023
H -3.082 -3.778 -2.287
H -2.726 -1.373 -1.498
H 1.141 -1.115 -2.717
H -1.217 -2.771 -5.891
H 4.448 -6.170 0.582
H 3.319 -2.380 -2.375
*
```

Calculated values
Energy relative to the best compared isomer or geometry (same formula, charge and spin)   313.91 kJ/mol
Gap between HOMO and LUMO   8.7 eV

Here is a molecular structure, C33H24N2OPS7SbSeV from the OMol25 dataset. Energies are from ωB97M-V/def2-TZVPD.

```
! wB97M-V def2-TZVPD RIJCOSX def2/J DEFGRID3
* xyz -2 2
Sb -3.785 -2.556 -1.145
Se -0.401 -0.480 2.150
V -1.422 0.519 -0.265
S -3.435 -4.798 -0.757
S -3.974 -1.740 1.271
S -3.657 0.220 0.618
S -1.363 2.458 1.281
S -2.992 3.124 3.703
S -1.560 -1.609 -1.412
S -4.982 1.027 3.242
P 0.734 1.190 -1.049
O -5.076 2.705 5.272
N -0.552 -3.173 1.167
N 0.132 -3.072 3.232
C 3.020 2.473 2.092
C 0.370 2.282 -2.469
C 1.336 2.864 -3.248
C 2.099 0.168 -1.763
C 3.455 0.484 -1.693
C -4.480 2.365 4.275
C -0.348 3.946 -4.581
C 2.275 4.451 0.960
C -0.284 -2.323 2.168
C 0.116 -4.415 2.887
C 1.691 2.276 0.081
C 2.664 -1.785 -3.072
C -1.014 2.494 -2.721
C -3.683 2.936 -3.317
C 0.450 -5.552 3.604
C -0.108 -6.831 1.618
C 4.012 -1.460 -2.999
C 0.973 3.710 -4.315
C 0.491 -2.560 4.531
C 4.405 -0.324 -2.305
C -2.737 2.120 2.282
C 1.715 -0.981 -2.457
C -2.740 3.559 -4.084
C 0.332 -6.768 2.942
C 2.381 1.691 1.144
C -1.997 1.842 -1.905
C -0.324 -4.478 1.565
C -1.369 3.347 -3.806
C 2.971 3.859 2.002
C -0.446 -5.689 0.904
C 1.639 3.665 0.006
C -3.661 1.159 2.095
C -3.311 2.089 -2.247
H 2.345 -2.675 -3.601
H 2.212 5.530 0.891
H 3.460 4.472 2.750
H 0.601 -1.481 4.456
H 1.434 -3.006 4.854
H 5.455 -0.064 -2.238
H 0.665 -1.249 -2.498
H 0.576 -7.684 3.466
H 2.396 0.611 1.239
H 1.745 4.170 -4.923
H -0.634 4.594 -5.404
H 1.081 4.137 -0.794
H 3.775 1.367 -1.152
H -4.737 3.087 -3.532
H -3.019 4.208 -4.907
H 2.385 2.674 -3.046
H 0.780 -5.496 4.634
H -0.286 -2.788 5.264
H -0.932 -2.837 0.262
H -4.111 1.620 -1.684
H -0.839 -5.724 -0.102
H 4.753 -2.093 -3.473
H 3.542 1.999 2.915
H -0.204 -7.796 1.139
*
```

Calculated values
Energy relative to the best compared isomer or geometry (same formula, charge and spin)   53.43 kJ/mol
Gap between HOMO and LUMO (spin up / spin down)   5.5 / 4.9 eV
<S²>   0.762

Here is a molecular structure, C33H25ClFN4O5ReSe in a non-equilibrium geometry from the OMol25 dataset. Energies are from ωB97M-V/def2-TZVPD.

```
! wB97M-V def2-TZVPD RIJCOSX def2/J DEFGRID3
* xyz -1 2
Re -0.317 -0.062 -1.365
Se -1.642 1.882 -1.545
Cl 3.608 7.153 -6.225
F -5.015 -3.230 2.575
O 1.118 0.669 -0.029
O 2.331 -3.246 -1.744
O -1.387 -0.749 0.345
O -0.358 -4.190 -1.103
O 2.157 1.071 1.891
N 0.397 -2.002 -1.472
N 1.408 0.081 -2.611
N -0.339 -0.892 4.280
N -1.900 -1.223 -2.218
C 1.948 1.226 -3.393
C -3.519 -2.746 4.318
C 2.447 4.758 -3.231
C -1.525 -1.502 3.860
C -1.875 -2.500 -1.787
C -3.067 -0.771 -2.711
C 3.663 -0.855 -2.459
C -1.107 -1.080 6.604
C 2.284 4.790 -5.996
C -3.069 -2.022 2.063
C 0.965 0.232 6.087
C 1.737 3.744 -5.268
C -2.353 -2.186 4.776
C -1.009 -0.761 1.538
C 3.439 1.418 -3.189
C 0.440 -0.293 3.369
C 1.744 -2.194 -1.818
C 1.246 0.576 1.239
C 1.811 3.701 -3.875
C -3.859 -2.657 2.970
C -4.215 -1.544 -2.725
C 4.234 0.423 -2.798
C 1.221 2.548 -3.106
C -4.189 -2.828 -2.200
C 0.185 -0.185 2.030
C 2.316 -0.912 -2.348
C -1.947 -2.283 6.221
C 2.913 5.821 -5.319
C 2.999 5.818 -3.940
C -0.518 -3.021 -1.379
C -2.983 -3.315 -1.726
C -1.879 -1.429 2.512
C 0.108 -0.964 5.700
H 0.176 2.451 -3.384
H 0.701 -1.878 5.802
H 5.302 0.588 -2.688
H -3.330 -1.966 1.014
H -3.060 0.250 -3.060
H 1.750 1.009 -4.462
H -1.358 -3.193 6.375
H 1.245 2.934 -5.795
H 1.237 2.740 -2.033
H -2.832 -2.370 6.851
H -2.854 -4.313 -1.330
H -0.760 -1.154 7.635
H 2.521 4.741 -2.149
H -4.181 -3.267 5.000
H 1.360 0.158 3.709
H -1.700 -0.163 6.518
H 1.962 0.204 5.654
H 3.851 2.396 -3.405
H 2.225 4.811 -7.076
H -5.123 -1.120 -3.133
H 3.496 6.631 -3.427
H 0.487 1.166 5.787
H 1.078 0.236 7.172
H 4.249 -1.724 -2.203
H -5.084 -3.437 -2.172
*
```

Calculated values
Gap between HOMO and LUMO (spin up / spin down)   4.8 / 4.7 eV
<S²>   0.770

Here is a molecular structure, C33H25IIrNO5PS in a non-equilibrium geometry from the OMol25 dataset. Energies are from ωB97M-V/def2-TZVPD.

```
! wB97M-V def2-TZVPD RIJCOSX def2/J DEFGRID3
* xyz 2 6
Ir 0.487 0.720 0.715
I -4.819 7.570 -1.741
S 2.639 1.673 1.049
P -0.795 -1.280 0.374
O -0.429 2.775 1.031
O 7.821 0.001 -3.013
O -0.790 1.828 -0.896
O -0.467 1.758 3.463
O 8.601 -0.224 -0.951
N -0.458 0.579 2.779
C -0.436 -3.713 1.617
C -2.302 6.258 -0.667
C -5.295 -0.697 -0.187
C 0.588 -3.577 -3.327
C 7.713 0.075 -1.689
C -4.390 -0.178 -1.106
C -3.187 3.629 -0.946
C 1.043 -2.116 -1.485
C 6.439 1.305 0.067
C -2.575 -1.020 0.229
C -3.482 -1.536 1.154
C -0.604 -1.840 3.139
C -1.006 2.784 -0.106
C -0.742 -3.667 -2.937
C 4.040 1.194 0.188
C -0.609 -0.443 3.533
C -4.027 4.675 -1.282
C 5.276 1.656 0.699
C -0.295 -2.202 -1.091
C -0.610 -2.750 4.201
C 1.484 -2.804 -2.601
C -0.560 -2.343 1.820
C -3.572 5.983 -1.160
C -1.475 5.211 -0.304
C 5.171 0.093 -1.624
C -0.411 -4.596 2.688
C -3.031 -0.330 -0.900
C -1.191 -2.978 -1.822
C 3.998 0.415 -0.988
C -1.910 3.898 -0.463
C -0.518 -4.113 3.983
C 6.398 0.528 -1.100
C -4.840 -1.375 0.936
H 5.142 -0.517 -2.518
H -4.749 0.338 -1.987
H -0.326 -5.659 2.511
H -6.358 -0.576 -0.348
H -3.135 -2.077 2.024
H 7.397 1.622 0.457
H -0.588 2.454 2.795
H 0.928 -4.111 -4.204
H -0.490 5.411 0.099
H -3.530 2.607 -1.044
H -5.026 4.474 -1.644
H -2.229 -3.043 -1.520
H 1.727 -1.514 -0.893
H -0.677 -2.372 5.214
H -0.376 -4.100 0.608
H 7.080 0.376 -3.500
H -2.319 0.074 -1.608
H -0.731 -0.241 4.595
H -5.550 -1.791 1.639
H 3.046 0.096 -1.394
H 5.288 2.265 1.594
H -0.522 -4.797 4.821
H 2.519 -2.747 -2.911
H -1.432 -4.277 -3.503
H -1.961 7.278 -0.564
*
```

Calculated values
Energy relative to the best compared isomer or geometry (same formula, charge and spin)   0.00 kJ/mol
Gap between HOMO and LUMO (spin up / spin down)   6.8 / 3.2 eV
<S²>   8.788

Sequential electronic energy output: -101962.3794 -222351.8204 -133545.3590 -77399.4121 eV